{"formula": "CH5BrO3Si", "method": "the ωB97M-V functional and the def2-TZVPD basis", "e_homo_ev": -8.04, "symbols": ["Br", "H", "Si", "H", "O", "H", "O", "C", "H", "O", "H"], "xyz": [[3.045, 0.107, -0.276], [-1.008, 0.520, 2.193], [-0.859, 0.392, -0.039], [0.410, 2.071, -0.898], [-1.490, 0.200, 1.434], [1.655, -1.639, 0.872], [-1.933, -0.038, -1.149], [1.571, -1.107, -0.065], [-2.670, -0.602, -0.917], [-0.235, 1.859, -0.226], [1.514, -1.762, -0.927]]}

{"formula": "C17H28AuNPS2", "method": "the ωB97M-V functional and the def2-TZVPD basis", "e_homo_ev": -12.10, "total_charge": 1, "symbols": ["C", "H", "C", "Au", "H", "H", "H", "H", "C", "H", "H", "S", "C", "H", "H", "C", "S", "H", "H", "C", "C", "H", "H", "H", "H", "H", "H", "P", "H", "N", "H", "H", "C", "C", "H", "H", "C", "H", "C", "C", "H", "H", "C", "C", "H", "H", "H", "C", "C", "C"], "xyz": [[-2.437, 3.093, 0.878], [2.705, 2.897, 5.523], [-1.003, 4.650, 2.188], [-0.724, 0.254, 0.319], [-5.786, 0.681, -1.435], [-1.874, 5.109, 2.662], [3.428, 0.541, 5.675], [1.220, -0.361, 2.129], [2.339, 1.977, -0.225], [-1.114, 2.655, 4.034], [-0.011, 2.639, -1.512], [-2.833, 0.826, -2.310], [-3.221, -0.614, -1.424], [-2.778, 2.903, 3.498], [-4.792, 1.853, -3.276], [2.376, 2.182, 4.779], [-2.138, -1.518, -0.507], [-1.917, 1.417, 3.064], [-3.274, 3.722, 1.190], [1.542, 0.355, 2.875], [1.556, 2.597, 3.742], [2.678, -1.090, 3.977], [-2.801, 2.070, 0.783], [-6.174, -0.449, -2.745], [1.231, 3.860, -1.808], [2.566, 3.917, 1.719], [1.861, 1.100, -0.666], [0.128, 2.136, 1.325], [-4.345, 0.346, -4.110], [-4.490, -0.958, -1.587], [2.758, 4.604, 0.111], [-0.159, 4.781, 2.864], [2.024, 4.219, 0.823], [0.527, 3.478, -1.065], [2.936, 1.654, 0.629], [-0.185, 4.275, -0.843], [-1.321, 3.179, 1.922], [-0.807, 5.197, 1.265], [-5.362, 0.034, -2.207], [1.302, 3.037, 0.180], [-4.864, -1.741, -1.070], [1.255, 3.635, 3.695], [2.364, -0.057, 3.913], [-1.806, 2.495, 3.209], [3.016, 2.402, -0.969], [-2.109, 3.435, -0.105], [1.349, 5.035, 1.075], [1.132, 1.687, 2.773], [-4.462, 0.828, -3.142], [2.782, 0.858, 4.867]]}

{"formula": "C5H11N", "method": "the ωB97M-V functional and the def2-TZVPD basis", "e_homo_ev": -8.48, "symbols": ["H", "H", "C", "H", "H", "H", "H", "H", "H", "C", "C", "C", "H", "C", "H", "H", "N"], "xyz": [[2.285, -0.859, 0.262], [1.203, 0.457, -1.807], [0.489, 0.168, -0.975], [2.025, 0.728, 0.403], [0.259, -2.492, 1.152], [-0.246, -1.650, 2.618], [0.234, -0.907, -1.200], [-2.650, 1.923, -1.720], [-0.764, 1.725, 0.175], [-0.845, 1.143, -0.840], [1.393, -0.096, 0.287], [-0.150, -1.496, 1.515], [-1.309, 1.413, -2.920], [-1.599, 1.496, -1.889], [-1.225, -1.459, 1.249], [0.162, 0.282, 2.164], [0.737, -0.376, 1.525]]}

{"formula": "C19H41B3N5O4S", "method": "the ωB97M-V functional and the def2-TZVPD basis", "e_homo_ev": -11.32, "total_charge": 1, "symbols": ["C", "H", "C", "H", "H", "C", "H", "C", "H", "O", "H", "H", "H", "B", "H", "H", "C", "H", "C", "H", "B", "H", "N", "H", "H", "H", "H", "H", "H", "H", "C", "O", "B", "H", "H", "C", "H", "O", "H", "C", "H", "C", "C", "H", "H", "H", "C", "N", "C", "O", "H", "N", "C", "H", "C", "C", "N", "H", "H", "H", "H", "H", "H", "H", "C", "C", "N", "H", "C", "H", "H", "H", "S"], "xyz": [[1.494, 1.732, 1.935], [0.254, 2.551, 5.780], [-2.846, -1.871, -3.455], [-1.357, 2.754, 2.522], [0.789, -2.508, -4.695], [-1.665, 0.693, 3.271], [1.233, -5.139, -1.416], [-0.767, 0.337, 4.455], [2.239, -5.028, 0.044], [-3.978, -1.166, -0.788], [4.415, -0.724, -1.083], [1.365, 0.836, 4.731], [0.564, 3.930, 3.051], [1.068, -0.494, -3.898], [0.176, 2.884, -1.422], [-4.199, 0.128, 0.871], [3.606, -1.125, -0.480], [-1.015, 0.940, 5.327], [-3.356, -2.368, -0.827], [-0.880, -0.704, 4.754], [0.839, 1.580, -3.016], [1.569, -0.689, -0.393], [-0.817, 3.540, -3.180], [-1.065, 1.786, -1.959], [-2.151, -1.184, -2.981], [1.394, -2.803, -0.368], [-3.743, -1.303, -3.670], [0.662, 4.216, 5.559], [3.900, -0.944, 0.549], [-2.646, 1.037, 3.596], [-1.051, -1.440, -5.103], [2.102, 1.510, -2.438], [2.306, 0.153, -2.145], [1.870, 3.136, 3.928], [3.873, -3.194, 0.107], [-3.817, -0.804, 0.511], [-0.228, 4.353, -3.039], [0.631, 0.802, -4.135], [4.184, -2.900, -1.574], [2.132, -4.714, -0.988], [-2.886, -2.507, -5.546], [-1.360, 3.801, 5.054], [0.112, 3.391, 5.101], [-0.778, -1.591, -6.142], [-1.732, -3.361, -4.559], [1.377, 2.599, 1.291], [0.634, 0.626, 3.953], [-3.208, -1.677, 1.170], [2.129, -3.190, -1.075], [2.299, -0.686, -3.268], [0.994, -0.195, 3.336], [0.500, 1.835, 3.054], [-2.188, -2.390, -4.723], [2.972, -5.107, -1.553], [-0.911, 1.765, 2.477], [-0.278, 2.455, -2.316], [2.421, -0.303, -0.777], [-2.003, 3.049, 4.598], [-0.172, -2.137, -3.268], [2.495, 1.705, 2.358], [-1.484, 4.737, 4.506], [-1.730, 3.961, 6.065], [1.814, -2.935, -2.078], [-0.830, 1.480, 1.430], [3.512, -2.644, -0.758], [0.792, 3.138, 3.764], [-2.896, -2.709, 0.299], [-1.834, -0.182, 2.645], [0.180, -1.742, -4.223], [1.302, 0.821, 1.375], [-1.356, -0.402, -5.005], [-1.710, 3.828, -2.794], [-3.257, -3.232, -2.326]]}

{"formula": "C35H65BBr3CaCl6NNaO10", "method": "the ωB97M-V functional and the def2-TZVPD basis", "e_homo_ev": -7.15, "total_charge": 1, "symbols": ["H", "C", "Cl", "H", "H", "O", "Br", "C", "H", "H", "C", "C", "C", "H", "C", "H", "H", "H", "H", "H", "H", "C", "H", "H", "H", "H", "H", "H", "C", "C", "C", "H", "H", "H", "H", "H", "H", "B", "C", "C", "C", "H", "C", "O", "H", "H", "H", "C", "C", "C", "H", "C", "H", "C", "C", "H", "Cl", "Br", "H", "Cl", "H", "H", "C", "H", "H", "H", "H", "H", "H", "Na", "H", "C", "C", "C", "N", "Cl", "H", "C", "H", "H", "H", "C", "C", "H", "C", "H", "O", "O", "H", "H", "H", "O", "C", "H", "O", "C", "H", "C", "H", "C", "Br", "Cl", "O", "H", "H", "H", "O", "C", "H", "H", "O", "H", "H", "C", "Ca", "H", "H", "O", "H", "H", "C", "Cl", "H"], "xyz": [[-4.905, -0.852, 3.843], [-2.336, 1.299, 7.185], [6.027, -6.250, -7.436], [-5.713, -1.233, 0.214], [-2.330, -2.260, -4.787], [4.185, 1.066, -4.541], [3.048, 9.272, 5.292], [-2.920, -2.103, 7.325], [-2.872, -2.061, 8.495], [2.902, 2.849, -3.126], [-1.984, -1.801, -3.767], [2.352, -0.023, 6.430], [-3.211, -0.390, 2.226], [-5.642, -5.013, 7.873], [-0.625, 3.771, 7.200], [1.645, -6.020, -1.262], [1.918, 2.721, -1.636], [1.917, -1.675, 8.068], [-2.726, -2.332, 1.128], [-1.815, -2.660, -2.981], [1.275, -0.126, 5.957], [-3.262, 0.411, 6.112], [-3.709, -1.891, -9.205], [-3.381, 0.083, -3.898], [-2.115, 0.809, -1.890], [3.445, 1.553, 5.151], [-3.174, -3.158, 6.885], [2.789, -4.455, -1.561], [-4.566, -1.317, -0.004], [-2.652, -0.219, -1.672], [-0.777, 4.401, 4.880], [3.038, -0.777, 5.809], [-4.385, -2.343, 2.024], [3.951, 1.516, 6.982], [1.136, -1.171, -5.558], [1.731, 7.615, 3.236], [-4.434, -2.242, -0.747], [-3.971, -0.954, 6.700], [-3.132, -0.798, -3.166], [3.021, 1.462, 6.239], [-3.423, 0.894, 4.520], [0.248, -4.514, -4.848], [2.313, 6.913, 3.838], [-1.704, 8.621, 3.159], [-4.425, -5.583, 7.147], [4.291, 7.766, 3.777], [-4.894, 0.221, -1.669], [3.509, 7.546, 4.509], [-1.599, 2.622, 6.563], [3.119, 0.380, -2.447], [5.479, 2.183, -3.329], [-1.729, 3.075, 4.996], [-2.175, 1.013, 8.307], [5.639, -4.892, -8.505], [2.934, 2.708, -2.040], [6.222, 1.348, -4.724], [6.013, -5.298, -10.188], [1.094, 6.141, 5.150], [-1.954, -1.020, -1.182], [0.130, -0.123, -9.255], [2.663, 3.722, 6.496], [-0.382, -4.341, -3.035], [0.434, -1.780, -4.843], [-5.526, -2.213, 6.789], [3.750, -0.871, -4.076], [-2.251, -0.745, 2.840], [0.939, -4.194, -1.307], [2.364, -2.806, -4.073], [2.623, 6.073, 3.210], [1.279, -3.944, -6.510], [1.197, -2.329, -2.649], [1.224, -2.728, -3.752], [1.208, -0.682, -10.544], [2.413, -0.591, 7.993], [0.263, 4.089, 5.977], [2.068, 0.685, -11.273], [3.552, -0.763, 8.291], [5.338, 1.884, -4.371], [-0.134, -0.610, -2.946], [6.253, -4.037, -8.212], [-2.871, 0.551, 1.620], [1.742, -4.950, -1.753], [-2.655, 2.255, 3.925], [-1.826, -1.813, 6.946], [0.563, -4.234, -3.752], [-1.444, -2.114, -9.477], [-2.001, -2.557, -10.140], [3.581, 1.493, -1.675], [3.039, -0.469, -1.766], [5.210, 2.786, -4.977], [-2.724, 2.616, 2.815], [0.826, 2.847, 5.830], [-0.624, -0.855, -3.989], [-1.353, 7.789, 3.423], [-0.893, 5.481, 4.096], [-3.230, -1.855, -10.186], [-0.236, -2.496, -5.522], [-4.312, 0.053, 3.398], [-3.047, -0.817, -10.476], [-4.074, 0.007, -0.835], [-3.275, -3.091, -0.408], [3.934, -4.437, -8.339], [-0.604, 4.338, 8.410], [-0.894, 0.171, -4.490], [1.938, 0.155, 8.771], [0.602, -1.159, -11.318], [-4.827, -4.745, 7.421], [-3.682, -1.675, 1.329], [2.120, 0.577, -2.856], [-3.882, -2.328, -10.925], [-5.441, -1.198, 6.713], [-4.152, -1.396, -3.019], [1.836, 2.610, 7.811], [4.108, 0.026, -3.561], [3.066, 2.160, -5.688], [3.495, 3.538, -1.604], [-4.039, 0.996, -0.177], [1.621, -5.147, -3.210], [5.101, -0.196, -3.150], [-5.133, 0.786, 2.936], [2.037, 2.718, 6.654], [2.358, -1.878, -9.920], [3.931, 6.934, 5.312]]}

{"formula": "C3H11O2S", "method": "the ωB97M-V functional and the def2-TZVPD basis", "e_homo_ev": -2.78, "total_charge": -1, "symbols": ["H", "O", "O", "H", "S", "H", "H", "H", "C", "H", "H", "C", "H", "C", "H", "H", "H"], "xyz": [[0.158, -1.696, 1.602], [0.598, 0.624, -2.965], [3.121, 1.383, -1.609], [-2.203, 0.007, 0.551], [-1.061, -1.319, -1.091], [0.164, 0.792, 0.915], [-0.873, 1.038, 2.313], [0.196, 0.904, -3.782], [-1.729, -0.976, 0.580], [0.813, 0.402, 2.494], [2.443, 0.900, -1.154], [-0.686, -1.008, 1.681], [0.141, -0.125, -2.531], [-0.092, 0.396, 1.899], [2.608, 1.746, -2.339], [-1.106, -1.372, 2.632], [-2.491, -1.697, 0.805]]}

It is found that the LUMO values, taken in the order of the records, are 0.0, -2.9, 1.1, -2.4, -5.9, 3.8 eV.